Entry 1:
Molecular formula: C7H11NO
Method: DFT, ωB97M-V/def2-TZVPD

Results
SMILES: C#CC(C)=O.C/C=C\N
Lowest unoccupied orbital energy, eV: 0.75
E_HOMO, eV: -8.10
Relative energy (zero: lowest compared OMol25 entry of this formula, charge and spin), kcal per mole: 78.4
Kohn-Sham gap, eV: 8.847
M, u: 125.17
Total energy, Ha: -403.209100
2S+1: 1

Geometry (Å):
C 2.64474 0.16053 -0.96765
C 1.73703 0.19973 -0.17627
C 0.83902 0.19540 1.00064
C 0.76790 1.56921 1.63371
O 0.58287 -0.84287 1.58881
H 3.38414 0.12104 -1.71735
H 1.74872 1.82230 2.03546
H 0.03490 1.56349 2.43764
H 0.50500 2.31516 0.88681
C -0.46079 -1.40824 -1.64242
C -0.80110 -0.01862 -1.20970
C -1.46432 0.25067 -0.05329
N -2.08419 -0.72412 0.72763
H -0.07288 -1.98534 -0.80109
H -1.35596 -1.91648 -2.00773
H 0.29171 -1.39506 -2.42677
H -0.59221 0.78868 -1.89537
H -1.82705 1.25637 0.12186
H -1.51590 -1.55775 0.82451
H -2.36164 -0.39411 1.64060

Cartesian forces, eV/Å:
C -0.8 0.1 0.5
C 0.4 -0.4 -0.1
C 1.9 -0.3 0.6
C -0.8 -0.2 -0.1
O -0.1 0.6 -0.5
H 0.3 0.0 -0.2
H 0.1 -0.1 0.0
H 0.0 0.1 0.1
H 0.0 0.1 0.0
C -0.1 0.2 0.1
C -0.7 0.1 1.0
C -1.1 -0.2 -1.9
N 0.5 0.1 0.2
H 0.1 -0.1 0.0
H 0.0 -0.1 -0.1
H 0.0 -0.1 0.0
H 0.2 0.2 0.2
H 0.2 0.1 0.2
H -0.1 0.0 0.0
H 0.1 0.0 0.0

Entry 2:
Molecular formula: C4H9NO2
Method: DFT, ωB97M-V/def2-TZVPD

Results
SMILES: C[C@H]1NO[C@]1(C)O
Lowest unoccupied orbital energy, eV: 0.94
E_HOMO, eV: -8.85
Relative energy (zero: lowest compared OMol25 entry of this formula, charge and spin), kcal per mole: 72.6
Kohn-Sham gap, eV: 9.780
M, u: 103.12
Total energy, Ha: -362.969788
2S+1: 1

Geometry (Å):
C 1.39242 -0.73418 -0.91982
C 0.30680 -0.90381 0.12176
N 0.77216 -0.62274 1.49626
O -0.30553 0.32229 1.70660
C -0.73376 0.20937 0.33520
C -0.57031 1.52237 -0.41263
O -2.02177 -0.29943 0.22917
H 1.95427 0.17641 -0.73715
H 2.07704 -1.57655 -0.86636
H 0.95279 -0.69872 -1.91279
H -0.19845 -1.86818 0.00470
H 0.63566 -1.39680 2.14696
H -1.26986 2.25142 -0.00821
H -0.77843 1.36764 -1.46766
H 0.43771 1.90178 -0.28327
H -2.65076 0.34912 0.56723

Cartesian forces, eV/Å:
C -0.3 0.0 0.2
C -0.1 0.0 -0.2
N 0.6 -0.2 0.1
O -0.3 0.2 0.1
C 0.4 0.1 -0.1
C 0.0 -0.4 0.3
O -0.2 -0.2 0.0
H 0.1 0.1 0.0
H 0.1 -0.1 -0.1
H 0.0 0.0 -0.2
H 0.0 0.1 0.1
H -0.3 0.1 -0.2
H -0.1 0.1 0.0
H 0.0 0.0 -0.1
H 0.1 0.1 0.0
H 0.0 0.0 -0.1

Entry 3:
Molecular formula: C4H5NO
Method: DFT, ωB97M-V/def2-TZVPD

Results
Lowest unoccupied orbital energy, eV: -0.67
E_HOMO, eV: -7.79
Relative energy (zero: lowest compared OMol25 entry of this formula, charge and spin), kcal per mole: 99.4
Kohn-Sham gap, eV: 7.121
M, u: 83.09
Total energy, Ha: -285.256221
2S+1: 1

Geometry (Å):
O 2.07366 -0.95770 -0.13159
C 1.05264 -0.32672 -0.00164
N -0.16736 -1.19651 -0.25773
C -1.41096 -0.86707 -0.31883
C -0.40296 1.59134 0.26446
C 0.84413 1.05840 0.35077
H 0.15450 -2.15646 -0.37919
H -1.45816 0.34272 -0.13116
H -2.09048 -1.71390 -0.51027
H -0.40574 2.66671 0.49716
H 1.77148 1.56549 0.64350

Cartesian forces, eV/Å:
O -0.4 0.2 0.1
C 0.2 -0.2 0.0
N -0.2 0.0 0.0
C 0.5 -0.2 -0.1
C 0.2 0.1 0.0
C -0.2 0.0 0.0
H -0.1 0.0 0.0
H 0.1 -0.1 0.1
H 0.1 0.4 0.1
H 0.0 -0.2 0.0
H -0.2 -0.1 -0.2

Entry 4:
Molecular formula: C4H9NO
Method: DFT, ωB97M-V/def2-TZVPD

Results
SMILES: CCNC(C)=O
Lowest unoccupied orbital energy, eV: 0.94
E_HOMO, eV: -9.61
Relative energy (zero: lowest compared OMol25 entry of this formula, charge and spin), kcal per mole: 6.5
Kohn-Sham gap, eV: 10.549
M, u: 87.12
Total energy, Ha: -287.822061
2S+1: 1

Geometry (Å):
C -1.96591 0.44815 0.27425
C -1.21799 -0.41287 -0.74190
N 0.18716 -0.03873 -0.79881
C 1.05751 -0.62418 0.08615
C 2.28674 0.17406 0.46849
O 0.83897 -1.71714 0.58091
H -3.00890 0.13346 0.37877
H -1.95832 1.50428 -0.02231
H -1.48514 0.36741 1.25549
H -1.23788 -1.46246 -0.44446
H -1.66939 -0.33338 -1.73628
H 0.38890 0.90381 -1.09713
H 2.27044 1.20934 0.11818
H 3.19562 -0.31965 0.11705
H 2.31819 0.16789 1.56162

Cartesian forces, eV/Å:
C 0.0 0.0 0.0
C -0.1 -0.1 0.0
N 0.1 0.1 0.1
C -0.1 -0.1 0.1
C 0.1 0.0 0.0
O 0.1 0.3 -0.1
H 0.1 0.0 -0.1
H 0.0 -0.2 0.0
H -0.1 0.0 -0.1
H -0.1 0.1 -0.1
H 0.1 0.0 0.1
H 0.0 -0.1 0.1
H 0.0 -0.2 0.0
H -0.1 0.0 0.0
H 0.0 0.1 -0.1

Entry 5:
Molecular formula: C4H5NOS
Method: DFT, ωB97M-V/def2-TZVPD

Results
SMILES: C=CC=S.N=C=O
Lowest unoccupied orbital energy, eV: -1.49
E_HOMO, eV: -9.15
Relative energy (zero: lowest compared OMol25 entry of this formula, charge and spin), kcal per mole: 45.8
Kohn-Sham gap, eV: 7.658
M, u: 115.16
Total energy, Ha: -683.534909
2S+1: 1

Geometry (Å):
C 0.77233 0.11805 -1.71537
C 1.07110 -0.33893 -0.47214
C 1.06672 0.45185 0.65670
S 1.12791 2.10573 0.68984
H 0.58020 -0.52918 -2.55808
H 0.60500 1.22301 -1.79295
H 1.09288 -1.39978 -0.42113
H 0.94452 0.08442 1.71621
N -1.79439 0.16027 0.48417
C -2.08081 -0.80563 1.14901
O -2.40100 -1.80457 1.66133
H -0.98447 0.73476 0.60242

Cartesian forces, eV/Å:
C -0.1 1.5 1.4
C -0.6 -1.4 -3.7
C 0.3 3.0 3.6
S 0.1 -0.6 -0.2
H 0.3 0.0 0.0
H 0.1 -1.1 -0.3
H 0.3 -0.8 0.6
H 0.3 -0.6 -1.5
N -0.9 -0.3 0.1
C 0.3 -0.5 -0.3
O -0.1 0.4 0.1
H 0.0 0.4 0.1

Entry 6:
Molecular formula: C4H7NO
Method: DFT, ωB97M-V/def2-TZVPD

Results
SMILES: [H]/N=C1/CCCO1
Lowest unoccupied orbital energy, eV: 0.94
E_HOMO, eV: -9.88
Relative energy (zero: lowest compared OMol25 entry of this formula, charge and spin), kcal per mole: 17.0
Kohn-Sham gap, eV: 10.828
M, u: 85.11
Total energy, Ha: -286.604499
2S+1: 1

Geometry (Å):
H 2.82916 0.95169 0.26363
N 2.36268 0.10998 0.60517
C 1.15791 0.11362 0.23057
C 0.11601 -0.92950 0.57704
C -1.08364 -0.54251 -0.29251
C -0.82320 0.94287 -0.55272
O 0.59878 1.08617 -0.54626
H 0.50277 -1.93225 0.38265
H -0.10878 -0.86579 1.64714
H -2.04850 -0.71194 0.19288
H -1.07318 -1.09815 -1.23554
H -1.23749 1.57408 0.24370
H -1.19252 1.30174 -1.51574

Cartesian forces, eV/Å:
H 0.0 -0.1 0.0
N -0.3 0.1 -0.2
C 0.2 -0.1 0.2
C 0.0 0.0 0.0
C -0.1 0.0 -0.1
C -0.3 0.0 0.0
O 0.1 0.0 0.0
H 0.0 0.2 0.0
H 0.0 0.0 -0.1
H 0.2 0.0 -0.1
H 0.0 0.1 0.1
H 0.0 -0.1 -0.1
H 0.1 -0.1 0.1

Entry 7:
Molecular formula: C2H4ClO4P
Method: DFT, ωB97M-V/def2-TZVPD

Results
Lowest unoccupied orbital energy, eV: 5.19
E_HOMO, eV: -2.24
Relative energy (zero: lowest compared OMol25 entry of this formula, charge and spin), kcal per mole: 47.7
Kohn-Sham gap, eV: 7.435
M, u: 158.48
Total energy, Ha: -1181.238687
Total charge: -2
2S+1: 1

Geometry (Å):
C -0.68851 -0.64292 -0.94476
C 0.12114 -1.26421 0.14412
O -0.89098 -0.35106 3.26488
O -0.18321 1.44384 1.59118
O -2.37285 0.22063 1.35836
O 0.78547 -2.24499 0.12373
P -1.06220 0.03183 1.85830
Cl 1.23793 2.80993 -10.49573
H -1.64769 -0.44386 -0.53507
H -0.22668 0.32829 -1.10575
H -0.58312 -0.98747 -1.97368
H 0.76436 1.18758 1.68294

Cartesian forces, eV/Å:
C 2.0 0.6 -1.4
C -3.0 1.5 1.8
O 0.9 -0.9 1.1
O 0.7 -0.9 -0.2
O -4.5 0.6 -2.6
O 1.0 -0.5 0.0
P 5.5 -0.3 0.9
Cl 0.0 0.0 -0.1
H -1.0 0.0 -0.2
H -0.1 0.7 0.6
H -0.5 -1.1 0.0
H -1.0 0.3 0.0